DFT (ωB97M-V/def2-TZVPD) results for a single C9H9BO4 molecule in a non-equilibrium geometry.

```
! RIJCOSX wB97M-V def2-TZVPD def2/J DEFGRID3
* xyz 0 1
C 3.3727 0.8761 0.4760
C 3.2248 0.8195 -0.8993
C 2.4208 -0.1081 -1.4455
C 1.5744 -0.7317 -0.5205
C 1.5783 -0.5049 0.8407
C 2.6123 0.1792 1.3681
O 0.6533 -1.4185 1.3969
C -0.1570 -1.7843 0.3493
B -1.6912 -0.5556 0.2640
O -2.8413 -1.0127 -0.3651
C -3.6943 0.0704 -0.6268
C -3.1449 1.1443 0.4296
O -1.8308 0.6758 0.7221
O 0.5982 -1.6089 -0.8171
H 4.1835 1.4100 0.8815
H 3.8663 1.4261 -1.5420
H 2.1149 -0.2007 -2.4270
H 2.7774 0.3587 2.3671
H -0.4997 -2.8845 0.3006
H -4.7790 -0.1387 -0.4195
H -3.3528 0.6498 -1.5313
H -3.1994 2.0913 -0.0866
H -3.7865 1.2474 1.2848
*
```

Summary:
Frontier orbital gap (eV): 8.514
SMILES string: c1ccc2c(c1)OC(B1OCCO1)O2
Lowest unoccupied orbital energy (eV): 0.71
Energy (Eh): -674.14464
HOMO level (eV): -7.8
Relative energy (zero: lowest compared OMol25 entry of this formula, charge and spin) (kcal/mol): 85.7